{"formula": "C3F3N2O5S", "method": "ωB97M-V/def2-TZVPD", "elements": ["C", "C", "C", "N", "N", "O", "O", "O", "O", "O", "F", "F", "F", "S"], "xyz": [[-0.18, -0.51, -1.62], [-0.04, -0.35, -0.25], [1.63, 0.50, 0.20], [-0.32, -0.73, -2.72], [-0.35, -1.49, 0.49], [-1.33, -2.09, 0.05], [-2.64, 0.74, -0.41], [0.17, -1.84, 1.54], [-1.37, 0.77, 1.73], [-0.48, 2.07, -0.07], [1.97, 1.11, -0.93], [1.68, 1.27, 1.28], [2.61, -0.40, 0.36], [-1.34, 0.98, 0.34]], "lowdin_charge": [-0.233, -0.231, -0.480, 0.214, -0.396, 0.080, -0.340, 0.091, -0.288, -0.333, 0.138, 0.156, 0.119, 0.504], "total_charge": -1, "lumo_ev": 2.9, "e_above_lowest_kj_mol": 127.96, "energy_ha": -1297.75324, "gap_ev": 9.6}